# C7H7FO

A molecular structure, C7H7FO (the ωB97M-V functional and the def2-TZVPD basis, the OMol25 dataset).

Output
Energy above the lowest of the compared OMol25 structures with the same formula, charge and spin: 95.6 kJ/mol
E: -12134.15314 eV
Kohn-Sham gap: 8.29 eV

Structure (ORCA input):
```
! wB97M-V def2-TZVPD RIJCOSX def2/J DEFGRID3
* xyz 0 1
H 3.014 -0.096 0.917
C -0.066 -0.126 -1.357
C -1.924 0.509 0.222
F 1.570 -1.780 -0.442
C 0.696 -0.683 -0.116
H -2.847 1.096 0.387
C -1.333 0.552 -0.979
H 0.699 0.456 -1.773
O 2.282 1.596 0.018
H -1.567 1.140 -1.833
H 0.407 -1.192 1.939
H -0.150 -0.904 -1.995
H -1.673 -0.063 2.248
C -0.081 -0.793 1.094
C -1.248 -0.177 1.272
C 2.222 0.464 0.398
*
```